1.
Below is a molecular structure, CH2N2O3, with properties calculated with ωB97M-V/def2-TZVPD.

For the gap between HOMO and LUMO, the calculation gives 10.39 eV. The spin multiplicity is 1. Its calculated total energy is -374.42782 Eh. Its energy relative to the best compared isomer or geometry (same formula, charge and spin) is 134.71 kJ/mol.

Structure (XYZ):
```
8
Properties=species:S:1:pos:R:3:forces:R:3
C 1.166740 0.997893 0.081068 0.9359 0.5298 -0.6081
N 0.122710 0.183261 -0.023204 2.2704 0.2051 0.5863
N 2.569569 -0.311461 0.100379 -1.1861 3.7600 -0.4629
O 1.447628 2.140289 0.014200 -0.0384 -1.0021 0.4048
O 2.082859 -1.401222 0.095871 0.1912 -2.3387 0.0246
O 3.697140 0.024152 -0.102579 0.0529 -0.3760 0.3975
H 0.626655 -0.718999 -0.149337 -1.6244 -0.6961 -0.0463
H -0.680468 0.541458 -0.486981 -0.6014 -0.0821 -0.2958
```
Forces are in eV/Å.


2.
Below is C27H32N4O5S in the gas phase, with properties calculated with ωB97M-V/def2-TZVPD.

For the gap between HOMO and LUMO, the calculation gives 7.08 eV. The spin multiplicity is 1. As for the structure (SMILES): CCOc1ccc(NC(=S)N(CCN2CCOCC2)Cc2cc3cc4c(cc3[nH]c2=O)OCCO4)cc1. Its calculated total energy is -2041.48180 Eh. Its energy relative to the best compared isomer or geometry (same formula, charge and spin) is 166.81 kJ/mol.

Structure (XYZ):
```
69
Properties=species:S:1:pos:R:3:forces:R:3
C -9.659313 -2.787270 0.822441 0.4158 0.1717 -0.0919
C -8.489115 -1.871067 0.499043 -0.3252 0.1203 0.0244
O -7.323050 -2.665957 0.447565 0.0803 -0.1520 0.0257
C -6.124801 -2.059164 0.210007 0.2365 -0.0546 -0.0326
C -5.008981 -2.898635 0.201648 -0.3264 0.0696 0.0104
C -3.750835 -2.387316 -0.016731 0.0388 0.2381 0.0153
C -3.566797 -1.020107 -0.230422 -0.6286 0.0079 0.0877
C -4.678931 -0.190070 -0.252335 0.1680 -0.0714 -0.0994
C -5.945424 -0.702447 -0.028165 -0.2929 -0.2020 0.0541
H -6.783753 -0.024265 -0.046617 -0.0986 0.0299 0.0048
H -4.565356 0.864339 -0.440338 0.0020 -0.0146 -0.0080
N -2.264358 -0.579515 -0.483190 0.6906 -0.1614 -0.3122
C -1.715863 0.622501 -0.193326 -0.0630 0.0786 0.1161
N -0.460238 0.846794 -0.676029 -0.1945 -0.2798 -0.1510
C 0.274542 2.017909 -0.253426 0.0078 0.4798 0.0580
H 1.339575 1.774340 -0.269775 -0.0055 0.0014 0.0261
H -0.027034 2.244941 0.770594 0.1868 -0.0560 -0.1257
C -0.029606 3.240037 -1.152603 -0.0750 -0.2737 -0.0039
N 0.527678 4.507923 -0.771665 0.1784 -0.0032 0.0998
C 1.964002 4.673645 -0.840252 0.0742 0.0970 0.2692
C 2.676278 4.398431 0.492804 0.0470 -0.0417 -0.3204
H 3.729893 4.678941 0.427791 -0.0229 -0.0828 -0.0329
O 2.126958 5.181740 1.527613 0.0530 0.1485 -0.0067
C 0.747639 4.912793 1.686323 -0.3245 -0.0052 -0.0852
C -0.030651 5.174682 0.389339 0.1667 0.0835 0.1920
H -1.067893 4.866250 0.516810 -0.0576 0.0214 -0.0006
H -0.001096 6.252503 0.186572 -0.0679 0.0063 0.1283
H 0.400657 5.580835 2.476295 -0.0487 -0.0748 -0.0147
H 0.611973 3.872634 2.017435 -0.0103 0.0770 -0.0057
H 2.605285 3.331828 0.759484 0.0252 0.0588 -0.0259
H 2.368324 4.031190 -1.624421 0.0354 0.0021 -0.0620
H 2.157297 5.719399 -1.111014 0.1535 -0.0576 -0.0151
H -1.115733 3.358943 -1.180810 0.0631 -0.1269 -0.0562
H 0.313586 3.028509 -2.171666 -0.0683 -0.0510 -0.0283
C 0.152028 0.064041 -1.736920 0.0992 -0.2313 0.0066
C 1.251778 -0.817057 -1.202627 0.3185 0.3692 -0.2242
C 2.550668 -0.428914 -1.192483 -0.5206 -0.2272 -0.0618
C 3.578116 -1.235845 -0.624899 0.1700 -0.4761 0.2474
C 4.923991 -0.857884 -0.604190 0.1069 -0.3432 0.1934
C 5.880801 -1.676579 -0.043167 -0.1105 -0.0149 -0.0887
C 5.497231 -2.901388 0.543804 -0.1932 0.1489 -0.0413
C 4.172547 -3.299788 0.506705 0.1979 0.0779 -0.0126
C 3.211139 -2.481382 -0.076321 0.6597 0.5009 -0.1175
N 1.894947 -2.853018 -0.125596 -0.3261 -0.3088 0.1025
C 0.870920 -2.107953 -0.648220 0.3389 -0.1207 0.0846
O -0.269850 -2.558914 -0.641820 -0.3054 -0.0991 -0.0248
H 1.632174 -3.754163 0.257350 -0.0710 0.1822 -0.0925
H 3.905379 -4.246718 0.947911 -0.0321 -0.1419 0.0871
O 6.396095 -3.718972 1.157568 -0.3841 -0.0800 -0.1981
C 7.643117 -3.107328 1.420903 0.4572 0.4196 -0.1164
C 8.104970 -2.310712 0.203726 0.1206 -0.4759 0.2410
H 9.067078 -1.830497 0.384964 -0.0559 -0.1027 -0.0023
O 7.187989 -1.274522 -0.075210 -0.2073 0.2343 0.0476
H 8.184414 -2.982543 -0.661950 0.0232 0.0832 0.0747
H 8.337479 -3.914215 1.657378 -0.0233 0.1089 -0.0157
H 7.550493 -2.434213 2.283505 0.0168 -0.1034 -0.0687
H 5.233685 0.081416 -1.033171 0.0569 0.1396 -0.0795
H 2.840739 0.514769 -1.634162 -0.0413 0.1420 -0.0694
H -0.610328 -0.542825 -2.229523 0.0847 0.1263 -0.0034
H 0.569553 0.758025 -2.473538 -0.0290 -0.0955 0.0208
S -2.464040 1.782350 0.731085 -0.3811 0.4270 0.4818
H -1.611984 -1.352845 -0.639403 0.0276 0.2196 -0.0849
H -2.891398 -3.041744 -0.024160 0.0924 -0.0913 0.0212
H -5.158282 -3.952988 0.373197 -0.0061 -0.1259 0.0209
H -8.386778 -1.099039 1.274721 0.0329 -0.0418 -0.1273
H -8.652889 -1.375420 -0.468722 0.0697 -0.0022 0.1249
H -9.754527 -3.551210 0.055620 -0.0581 -0.0729 -0.0659
H -10.579045 -2.211077 0.870182 -0.1091 0.0387 0.0087
H -9.493074 -3.276121 1.778466 -0.0318 -0.0467 0.0982
```
Forces are in eV/Å.


> Which of these has the lowest calculated total energy?

C27H32N4O5S


> Which value of calculated total energy does entry 1 give?

-374.42782 Eh


> What is the formula in the second record?

C27H32N4O5S